21
Properties=species:S:1:pos:R:3:forces:R:3:nbo_charge:R:1 method="wB97M-V/def2-TZVPD" relative_energy_kcal_mol=59.2 e_lumo_ev=0.873
H -0.910583 -2.482712 -0.331283 -0.5 0.3 -0.1 0.33
N -0.406264 -2.111572 -1.133266 0.8 -0.4 0.7 -0.67
C -0.221295 -0.864691 -1.136585 -3.0 1.6 -1.8 0.37
C 0.533039 -0.256625 -2.274892 0.4 0.0 0.1 -0.69
C -1.068155 0.259802 -0.256151 2.3 -2.7 -0.6 -0.13
N -1.065107 1.594928 -0.749131 -0.2 0.1 -0.9 -0.84
C -0.190535 0.008144 0.938894 0.6 0.7 1.4 -0.08
C -0.895470 -0.422559 2.197276 0.3 0.1 0.4 -0.62
C 1.128834 0.142067 0.887835 -1.7 0.7 0.7 0.06
C 2.361222 0.531425 1.015700 0.5 -0.3 -0.1 -0.47
H 1.056430 -1.033176 -2.824728 0.1 0.0 0.0 0.23
H -0.163381 0.252824 -2.939608 -0.1 0.1 0.0 0.24
H 1.242752 0.480232 -1.904321 0.1 0.1 -0.1 0.22
H -2.085870 -0.114829 -0.120084 0.2 0.1 0.0 0.21
H -1.751158 2.193492 -0.307165 0.3 0.0 0.0 0.38
H -0.136797 1.999137 -0.790571 -0.3 0.1 0.2 0.37
H -1.065148 -1.499358 2.191231 0.0 -0.1 0.1 0.22
H -0.318588 -0.143424 3.076252 0.1 -0.3 0.1 0.22
H -1.863782 0.068768 2.302299 0.0 0.0 -0.2 0.21
H 2.629874 1.543388 1.295229 -0.2 0.1 0.0 0.21
H 3.189983 -0.145263 0.863069 0.1 -0.1 -0.1 0.22

***

21
Properties=species:S:1:pos:R:3:forces:R:3:nbo_charge:R:1 method="wB97M-V/def2-TZVPD" relative_energy_kcal_mol=2.9 e_lumo_ev=0.986
H 3.757605 0.056148 0.269893 -0.2 -0.1 -0.2 0.33
N 2.869815 0.279252 0.716614 0.4 0.2 0.5 -0.64
C 1.871569 0.260746 -0.055372 0.1 0.0 -0.2 0.34
C 1.908147 -0.061932 -1.524242 0.2 -0.2 0.1 -0.69
C 0.530042 0.582365 0.541751 -0.7 -1.0 1.2 -0.30
C -0.579588 0.842020 -0.416815 -0.7 -0.5 0.2 -0.33
C -1.694361 0.145308 -0.126400 0.7 0.4 -0.1 0.21
N -2.895985 0.176757 -0.797689 -0.3 0.0 -0.2 -0.81
C -1.527866 -0.761259 1.066123 -0.2 0.2 -0.1 -0.45
C -0.045874 -0.665243 1.406548 0.8 0.8 -1.0 -0.36
H 2.829125 -0.586562 -1.779064 0.0 0.0 0.0 0.22
H 1.044806 -0.669986 -1.793416 0.0 0.0 -0.1 0.23
H 1.863684 0.859217 -2.106992 -0.1 0.0 0.0 0.23
H 0.655864 1.402783 1.251690 0.2 0.1 -0.1 0.22
H -0.470654 1.513045 -1.251156 -0.1 0.3 -0.1 0.21
H -3.710821 -0.092956 -0.268355 0.1 0.1 -0.1 0.38
H -3.035889 0.977494 -1.397987 -0.1 -0.2 0.1 0.38
H -2.153440 -0.403116 1.890781 0.0 0.0 0.0 0.21
H -1.844735 -1.784813 0.836046 0.0 0.1 0.0 0.21
H 0.485659 -1.557802 1.074774 0.0 0.0 0.1 0.21
H 0.142895 -0.511465 2.463269 0.1 -0.1 0.0 0.22

***

21
Properties=species:S:1:pos:R:3:forces:R:3:nbo_charge:R:1 method="wB97M-V/def2-TZVPD" relative_energy_kcal_mol=65.5 e_lumo_ev=0.680
C 2.523308 -1.668166 -0.384917 -1.4 1.5 -1.1 -0.60
C 1.403849 -0.733757 0.209633 1.6 -2.0 1.5 -0.45
C 0.079052 -1.385135 0.097766 -1.2 2.4 -0.6 -0.14
C -1.054140 -0.684395 0.124442 0.1 3.7 -1.1 -0.13
C -2.357141 -1.240277 0.008148 -1.8 0.1 0.9 0.24
N -3.495192 -1.466755 0.116729 1.5 0.0 -0.5 -0.32
C -1.179921 1.172586 -0.014780 -1.5 -2.0 1.7 0.02
C -0.562962 1.991744 1.156192 -1.9 -2.7 -1.7 -0.62
N -0.793359 1.702993 -1.313620 0.2 -0.5 0.7 -0.86
H 2.122155 -1.809898 -1.436836 0.8 -0.6 1.1 0.20
H 3.564683 -1.301289 -0.467628 -0.8 0.1 0.4 0.22
H 2.441722 -2.491731 0.256544 0.5 -1.9 0.2 0.20
H 1.543328 0.109657 -0.391150 -0.6 2.1 -0.1 0.22
H 1.459393 -0.631624 1.342959 0.8 0.7 -1.4 0.22
H -0.055919 -2.401800 -0.073285 0.3 -2.0 0.1 0.21
H -2.294638 1.365029 0.249705 1.5 -0.8 -1.2 0.20
H -0.976758 2.913800 0.908103 0.0 2.0 0.4 0.22
H -0.925243 1.561781 2.041348 -1.2 -0.2 1.5 0.20
H 0.438260 1.899975 1.285440 3.3 0.4 -0.4 0.20
H -1.555425 2.079692 -1.841349 -0.5 0.0 -0.1 0.37
H -0.325059 1.017580 -1.873450 0.2 -0.2 -0.2 0.37

***

21
Properties=species:S:1:pos:R:3:forces:R:3:nbo_charge:R:1 method="wB97M-V/def2-TZVPD" relative_energy_kcal_mol=160.5 e_lumo_ev=0.812
C 0.224571 -1.038050 0.836601 -5.7 -2.1 -2.7 -0.06
C -0.339002 -1.395551 -0.748342 5.7 0.5 -0.3 -0.42
C -0.029287 0.052099 -1.434686 1.2 -3.4 0.6 -0.22
C 1.446639 0.473348 -0.823218 -0.5 1.5 0.6 -0.44
C 0.768360 1.531303 0.181554 3.3 1.2 1.3 -0.05
C -0.868393 0.841580 -0.438507 -3.8 1.3 -3.7 -0.10
C -0.212107 0.445572 0.787438 0.0 2.0 5.4 -0.28
H -0.793025 -1.075290 2.570131 -0.1 -4.7 -2.6 0.33
H -1.428316 -2.544250 1.118642 2.9 2.3 2.5 0.37
H 1.222958 -1.253474 1.066506 1.4 -0.1 0.0 0.20
H -1.382755 -1.595653 -0.980196 0.0 -0.6 0.9 0.22
H 0.457162 -2.228464 -1.045531 -2.2 1.5 -0.1 0.22
H -0.171919 0.065257 -2.585763 0.1 0.4 2.2 0.24
H 2.058190 1.095438 -1.558734 -0.3 -1.5 1.0 0.24
H 1.940814 -0.383633 -0.058318 -0.6 2.7 -3.4 0.23
H 1.434330 2.362538 0.755856 -1.1 -2.5 -1.0 0.21
H -0.727798 2.931601 -0.042397 -0.3 0.0 0.5 0.35
H -1.984985 0.758301 -0.475985 0.8 -0.1 -0.5 0.21
H -0.830929 0.846362 1.774000 1.6 -1.0 -2.2 0.21
N -0.495337 -2.111832 1.708286 -2.7 4.4 1.1 -0.82
N -0.289172 2.222797 -0.607337 0.4 -1.7 0.5 -0.63

***

22
Properties=species:S:1:pos:R:3:forces:R:3:nbo_charge:R:1 method="wB97M-V/def2-TZVPD" relative_energy_kcal_mol=53.1 e_lumo_ev=0.625
C -1.382164 1.291990 0.133707 0.0 -1.1 0.5 0.23
C -1.531485 1.659155 -1.322658 -1.0 4.0 0.4 0.59
C -1.043333 -0.119117 -0.293087 2.0 1.3 0.6 -0.11
C 0.843264 -1.825851 -0.329911 -1.7 -1.6 2.2 -0.62
C 0.655986 -0.550080 1.653155 0.0 0.8 1.0 -0.61
C 1.446145 0.586133 -0.477661 -0.1 -0.4 1.2 -0.62
C 0.470378 -0.417717 0.127937 0.0 -1.9 -1.0 -0.05
N -1.609172 1.889256 1.172874 -1.2 2.3 1.9 -0.59
N -1.366404 0.409552 -1.635836 1.3 -5.8 -3.2 -0.58
O -1.829062 2.660912 -1.920592 0.3 -0.2 -0.3 -0.57
H -1.699152 -0.849238 0.088026 -0.8 -1.1 0.2 0.20
H 1.631144 -2.227084 0.276756 0.6 0.0 0.7 0.21
H 1.161841 -2.144100 -1.247126 0.7 0.5 -3.3 0.21
H 0.005848 -2.548493 -0.151137 0.3 0.6 0.2 0.20
H 0.220536 -1.441060 2.155320 0.2 0.2 -0.8 0.22
H 1.754904 -0.518326 1.930262 -1.3 0.0 -0.5 0.22
H 0.151295 0.280806 2.143440 0.3 0.3 0.2 0.21
H 2.401127 0.625580 0.021972 0.1 0.0 0.9 0.22
H 1.008596 1.549558 -0.459898 -0.1 1.2 -0.3 0.22
H 1.772138 0.288595 -1.427190 -0.2 -0.2 -1.9 0.22
H -1.729293 1.523704 2.127984 0.7 -0.5 -1.0 0.37
H -1.333133 -0.124178 -2.566337 -0.1 1.5 2.0 0.42

***

22
Properties=species:S:1:pos:R:3:forces:R:3:nbo_charge:R:1 method="wB97M-V/def2-TZVPD" relative_energy_kcal_mol=95.1 e_lumo_ev=0.748
C -3.025244 1.605144 0.491531 -0.3 0.0 1.2 -0.67
C -2.559761 0.443001 -0.276813 -1.1 -0.3 -0.3 0.28
C -1.488401 0.242932 -1.047184 0.9 0.0 -1.0 -0.18
N -1.521928 -1.065376 -1.403939 -0.3 -1.5 -0.7 -0.22
N -2.534461 -1.654617 -0.943681 0.6 0.1 -0.4 0.10
O -3.264886 -0.742213 -0.226418 0.8 1.7 0.5 -0.29
H -3.585608 2.380339 -0.111389 0.8 -0.9 0.6 0.25
H -2.042652 2.007284 0.939882 -2.0 -0.1 -0.3 0.25
H -3.743697 1.137850 1.254319 1.1 1.3 -0.6 0.25
H -0.685109 0.838993 -1.516751 -0.8 -0.1 1.0 0.24
C 2.498191 0.974341 0.663241 0.4 -0.8 1.0 -0.61
C 1.975522 -0.175243 -0.172038 -0.2 2.5 -0.6 -0.24
C 1.167667 -1.236300 0.365880 -3.2 -2.0 0.4 -0.43
C 2.492681 -1.537141 -0.248430 0.8 -2.1 1.5 -0.43
H 3.086741 0.586951 1.521075 0.5 0.1 -0.8 0.21
H 3.020788 1.659970 0.017589 0.7 0.3 0.2 0.21
H 1.783696 1.548963 1.251782 -0.8 0.0 -0.6 0.21
H 1.613443 0.125861 -1.153584 0.0 0.3 0.1 0.20
H 0.374853 -1.555269 -0.305545 -0.1 0.2 0.5 0.22
H 0.868897 -1.439452 1.438540 1.1 0.5 -1.2 0.21
H 3.045578 -1.950214 0.572775 1.3 0.3 0.0 0.21
H 2.523684 -2.195813 -1.110844 0.0 0.6 -0.2 0.22

***

23
Properties=species:S:1:pos:R:3:forces:R:3:nbo_charge:R:1 method="wB97M-V/def2-TZVPD" relative_energy_kcal_mol=122.6 e_lumo_ev=-0.031
C -1.190483 1.474587 0.032493 -2.9 1.7 -1.4 -0.63
C -0.055804 0.559153 -0.477783 0.0 0.0 0.5 -0.20
C -0.052011 0.159983 -1.972069 -3.5 0.6 0.0 -0.60
C 1.157348 1.368056 -0.446422 0.7 0.9 1.0 0.30
N 2.053483 2.091117 -0.427498 -0.2 -0.3 -0.1 -0.32
C 0.071901 -0.654287 0.487001 2.7 0.5 -0.6 0.11
C 1.430681 -1.328988 0.117338 1.2 2.5 3.6 -0.65
C 0.051454 -0.143708 1.966144 -4.2 -4.3 -1.7 -0.61
N -1.011778 -1.644599 0.105724 -0.3 -0.3 0.1 0.52
O -0.684066 -2.582481 -0.594306 -0.2 0.0 0.1 -0.37
O -2.153747 -1.449420 0.470257 0.2 0.3 0.3 -0.37
H -2.163379 0.941183 0.355639 1.6 0.4 -1.2 0.25
H -1.008415 2.062431 0.957904 0.7 -0.3 -0.9 0.24
H -1.475248 2.269459 -0.814448 0.6 -1.7 1.8 0.23
H -0.953422 -0.535736 -2.101261 1.2 1.1 -0.4 0.22
H 0.825318 -0.343844 -2.339136 0.4 0.1 0.2 0.24
H -0.236068 1.167492 -2.456875 0.2 -1.5 -0.2 0.23
H 1.354628 -1.954098 -0.662295 -0.2 -1.2 -3.7 0.24
H 1.615258 -2.123280 0.834477 0.5 0.3 0.9 0.22
H 2.326087 -0.548298 0.073990 -2.0 -1.9 0.1 0.24
H -0.929930 0.360249 2.041393 0.7 -0.4 0.8 0.23
H 0.090168 -1.094089 2.577163 0.2 1.5 -0.1 0.23
H 0.823827 0.496136 2.043883 2.7 2.0 0.7 0.23

***

24
Properties=species:S:1:pos:R:3:forces:R:3:nbo_charge:R:1 method="wB97M-V/def2-TZVPD" relative_energy_kcal_mol=97.8 e_lumo_ev=0.309
H 0.459597 2.687162 0.000850 0.7 -0.4 0.3 0.39
N -0.425435 2.404443 -0.384131 -1.2 -0.7 0.2 -0.62
C -0.854400 1.233405 -0.157441 2.6 -0.8 1.4 0.36
C -2.193032 0.905601 -0.707481 -0.1 0.9 -1.7 -0.61
C -3.176847 0.429231 0.220732 -1.9 -0.2 1.2 0.28
N -4.046106 -0.000119 0.852477 1.0 0.4 -0.4 -0.30
C 0.004785 -0.069462 0.697176 -1.2 1.9 -3.1 -0.27
C -0.460059 -1.436062 0.228861 1.8 -0.7 -0.7 -0.66
C -0.165876 0.067342 2.157587 -3.5 -0.6 1.2 -0.65
S 1.816815 0.258464 0.355016 2.1 -1.1 -0.1 2.14
C 1.914591 0.334283 -1.461296 -1.8 -1.6 -0.2 -0.89
O 2.150971 1.528190 0.906366 -0.4 1.6 0.4 -0.96
O 2.674071 -0.822870 0.865830 -1.8 0.6 -1.1 -0.93
H -2.141168 0.061107 -1.389886 0.3 0.0 -0.6 0.26
H -2.462771 1.853132 -1.303359 -0.2 -1.6 1.0 0.30
H -0.640364 -1.533593 -0.851706 0.5 0.0 0.3 0.21
H 0.208998 -2.254071 0.613696 -0.1 0.9 -0.7 0.25
H -1.351976 -1.699106 0.699972 -1.8 0.0 0.7 0.24
H -0.390032 1.128827 2.423313 0.5 -1.1 0.4 0.25
H -1.042780 -0.692973 2.560563 1.9 2.3 -1.1 0.23
H 0.691418 -0.381907 2.545982 1.6 -0.1 1.5 0.24
H 1.523903 -0.670199 -1.614437 0.2 -0.5 -0.5 0.23
H 1.101483 0.906807 -1.899905 0.1 0.7 0.5 0.25
H 2.768514 0.413639 -2.133926 0.6 0.3 1.2 0.28